C27H39AlF24NO3S2 | the ωB97M-V functional and the def2-TZVPD basis

Cartesian coordinates (Å):
C 3.04678 -2.09582 1.56959
C 2.00195 -3.06221 1.00393
C 1.77541 -2.90932 -0.51667
C 0.30535 -2.78218 -0.94282
N -0.28474 -1.45344 -1.09942
C -0.34806 -0.59870 0.09511
C -1.76780 -0.42725 0.62343
C -1.81167 0.57829 1.78094
C -2.05823 2.06255 1.40033
Al -1.97461 2.63132 -0.55447
C 0.00291 -0.81433 -2.31978
S -1.01936 -0.91074 -3.58326
S 1.53504 -0.02215 -2.67158
C 2.30032 0.52748 -1.12551
C 1.91091 1.94122 -0.65628
C 3.14452 2.74492 -0.23626
H 3.88992 -1.98964 0.87955
H 3.45069 -2.44185 2.52167
H 2.62854 -1.09615 1.71518
H 1.05693 -2.91018 1.53159
H 2.33245 -4.08099 1.22070
H 2.36542 -2.07295 -0.89670
H 2.17710 -3.79695 -1.01397
H 0.14303 -3.30366 -1.88674
H -0.31498 -3.30138 -0.20282
H 0.25355 -1.04427 0.89615
H 0.05818 0.39032 -0.11204
H -2.10226 -1.41348 0.97659
H -2.43677 -0.14637 -0.19382
H -2.58762 0.24613 2.48123
H -0.87059 0.49247 2.34314
H -1.34547 2.68318 1.95894
H -3.04835 2.35406 1.77111
H -3.38879 2.25626 -1.28180
H -0.78332 1.88920 -1.37809
H -1.66454 4.23501 -0.58645
H 3.37157 0.49335 -1.35056
H 2.13331 -0.20013 -0.33192
H 1.34008 2.45182 -1.43031
H 1.25112 1.85431 0.20873
H 3.83311 2.10782 0.32864
H 3.68906 3.12096 -1.10568
H 2.87324 3.58043 0.40930
C 3.46769 -1.79741 7.59864
C 2.92818 -2.23015 6.22858
C 2.96814 -3.72412 5.88768
F 4.24058 -4.17031 5.84448
F 2.41462 -3.89879 4.67117
F 3.51918 -1.52383 5.24846
F 1.59969 -1.91492 6.24362
O 4.78397 -1.27829 7.62183
C 5.87436 -2.06341 7.84377
C 6.86808 -1.98688 6.67584
F 6.29495 -2.43559 5.54587
F 7.93023 -2.77471 6.96070
F 5.54857 -3.33582 8.12409
F 6.52392 -1.57000 8.92791
H 2.84008 -0.95521 7.88508
H 3.32802 -2.58230 8.34221
H 2.40541 -4.30555 6.62260
H 7.20196 -0.95740 6.53676
C -3.57238 -5.22481 -3.97850
C -2.11475 -5.40116 -3.53466
C -1.04058 -4.70405 -4.37185
F -1.00263 -5.21416 -5.62345
F 0.16381 -4.92855 -3.79554
F -1.81944 -6.71415 -3.39802
F -2.03374 -4.82580 -2.30301
O -4.14163 -6.29382 -4.71924
C -4.11491 -6.33898 -6.07818
C -3.42451 -7.61519 -6.58105
F -2.14326 -7.65214 -6.17570
F -3.44446 -7.61923 -7.93470
F -3.57693 -5.24309 -6.63022
F -5.40021 -6.41798 -6.51434
H -4.14162 -5.20826 -3.05098
H -3.71825 -4.26314 -4.46974
H -1.22643 -3.62837 -4.41183
H -3.95280 -8.49395 -6.20735
C -3.07117 8.71823 -3.24630
C -2.64545 10.00503 -2.52749
C -1.39479 9.95225 -1.64308
F -1.57591 9.13420 -0.59554
F -1.15380 11.20023 -1.16771
F -3.67333 10.52870 -1.83166
F -2.32232 10.89169 -3.52466
O -4.10022 7.96588 -2.65040
C -3.80910 6.93293 -1.78232
C -4.48582 7.15878 -0.42386
F -4.03933 8.31132 0.12979
F -4.18915 6.14121 0.39739
F -2.49549 6.75258 -1.65644
F -4.35024 5.81459 -2.29908
H -3.49220 9.06620 -4.18922
H -2.20239 8.10213 -3.48088
H -0.52771 9.62507 -2.22230
H -5.56784 7.22354 -0.55606

E_HOMO: -4.90 eV
Total charge: -1
Orbital gap: 0.24672 hartree

C27H39F18N5O3PS | the ωB97M-V functional and the def2-TZVPD basis

Cartesian coordinates (Å):
C -4.29745 0.34054 -3.66319
C -3.33001 1.14414 -4.53081
C -2.38261 2.07560 -3.75818
C -1.35952 1.26171 -2.93793
C -0.77603 1.84493 -1.62858
P 0.31693 3.46967 -1.95349
N 1.34746 2.79685 -3.13190
O -0.74457 4.30049 -2.85507
N 0.32720 0.83966 -1.09244
C 0.44336 -0.54260 -1.73012
C 1.35221 -0.66561 -2.95526
C 0.92646 -1.80220 -3.87096
F 1.54884 -1.66367 -5.05563
F -0.40529 -1.71603 -4.11320
C 1.28585 -3.21627 -3.30210
F 2.56512 -3.43832 -3.61687
F 1.21050 -3.16644 -1.95179
C 0.44471 -4.42629 -3.83307
F 0.15904 -4.16770 -5.11794
F 1.21581 -5.50680 -3.80211
C -0.95024 -4.65417 -3.08250
F -1.85027 -4.96795 -3.99827
F -1.31827 -3.48551 -2.52750
S -1.02883 -6.00251 -1.72262
F -1.46256 -4.94587 -0.61390
F 0.49231 -5.72748 -1.34469
F -0.60286 -7.06423 -2.81903
F -2.55349 -6.26011 -2.04256
F -1.06987 -7.13275 -0.64571
C 0.34698 0.66884 0.41713
C 0.93575 1.92641 1.08822
C 2.45255 1.82460 1.34217
C 2.85923 1.36886 2.75251
C 4.19599 1.98743 3.19257
N 4.56118 1.76612 4.58783
C -1.06443 0.34761 0.88262
C -1.85771 -0.81472 0.28482
C -1.32009 -2.23969 0.50131
C -1.83448 -2.94280 1.75034
F 0.08848 -2.19796 0.51962
O -1.09181 0.23732 2.31833
C -0.14769 -0.43790 2.89848
N 0.68614 -1.01162 3.41139
O -1.79598 1.53534 0.70082
C -1.95577 2.06163 -0.56499
F -3.09419 1.50442 -1.10955
C -2.39473 3.52102 -0.22700
F -1.35226 4.22003 0.25166
F -2.85715 4.15654 -1.29878
F -3.34688 3.48940 0.68025
H -4.94877 1.01002 -3.09204
H -4.93367 -0.29754 -4.28086
H -3.79206 -0.31175 -2.94139
H -3.92765 1.79060 -5.18333
H -2.75511 0.48349 -5.18954
H -1.84499 2.67551 -4.49416
H -2.97375 2.76298 -3.15760
H -0.52044 1.05555 -3.59476
H -1.83755 0.30912 -2.70096
H 2.28477 3.17762 -3.03635
H 1.03882 2.92853 -4.09196
H -0.57328 5.25256 -2.81189
H 1.23732 1.27878 -1.27318
H -0.54236 -0.96074 -1.90053
H 0.87818 -1.15947 -0.94623
H 1.35475 0.21705 -3.58244
H 2.38605 -0.84329 -2.64149
H 1.02983 -0.15515 0.63194
H 0.40237 2.11691 2.02076
H 0.76182 2.79737 0.45971
H 2.88011 2.81854 1.16193
H 2.90926 1.16469 0.58982
H 2.98061 0.28070 2.77014
H 2.07554 1.63195 3.47132
H 4.98798 1.55597 2.56697
H 4.19715 3.06504 2.99662
H 4.45400 0.78179 4.81822
H 3.89792 2.25294 5.18548
H -2.84370 -0.75066 0.75809
H -2.04360 -0.62328 -0.77523
H -1.59733 -2.82519 -0.38093
H -2.18261 -2.24381 2.51478
H -1.04476 -3.56540 2.17196
H -2.67757 -3.58439 1.48548
N 1.56310 2.44157 7.38128
C 2.62669 2.71872 8.19882
C 2.81868 1.63769 9.01512
C 1.83288 0.66984 8.67727
C 1.07303 1.19451 7.66746
H 1.19275 3.06253 6.68651
H 3.15162 3.65607 8.12900
H 3.57944 1.54881 9.77199
H 1.69712 -0.29861 9.12832
H 0.23032 0.78984 7.13359

E_HOMO: -9.79 eV
Total charge: +1
Orbital gap: 0.27064 hartree
ΔE to the lowest compared entry with this formula, charge and spin: 0.0 kcal/mol

C27H39N2O4PtS4SeTe | the ωB97M-V functional and the def2-TZVPD basis

Cartesian coordinates (Å):
Pt -1.57420 0.39390 -1.47417
C -2.59796 3.49769 -2.56360
C -1.97952 2.65268 -3.66148
S -0.41399 1.95160 -3.08361
C -0.02257 0.82380 -4.43344
C -1.04007 -0.27923 -4.61909
S -1.35446 -1.22666 -3.11163
C -4.46815 -0.46869 -2.30941
C -5.01886 0.50972 -3.01477
S -2.86951 2.58733 -1.00461
H -3.57773 3.83525 -2.89959
H -1.97931 4.36699 -2.33640
H -1.77926 3.25834 -4.54617
H -2.64710 1.82827 -3.90419
H 0.95346 0.41451 -4.17164
H 0.07976 1.41620 -5.34454
H -0.66916 -0.99515 -5.35298
H -1.99744 0.10662 -4.97419
H -4.16496 -0.34041 -1.27737
H -4.38173 -1.47263 -2.70764
H -5.15316 1.50530 -2.60428
H -5.39289 0.33717 -4.01838
C 3.89977 -3.50559 -0.82713
C 4.54750 -2.27253 -1.47238
C 3.58692 -1.09585 -1.68256
C 3.28845 -0.26979 -0.43503
N 2.73831 -1.02712 0.69613
C 1.48246 -1.49792 0.80827
Se 0.23864 -1.67657 -0.58541
N 1.33391 -2.03809 2.02724
C 0.10457 -2.59566 2.60351
C 0.10496 -4.12402 2.60478
C -0.09481 -4.76181 1.23132
C -1.51771 -4.60294 0.69780
C 2.52916 -1.92456 2.72192
C 2.89831 -2.35186 3.99338
C 4.20841 -2.13629 4.36669
C 5.12043 -1.50463 3.50501
C 4.74375 -1.06020 2.25434
C 3.42361 -1.28592 1.87669
H 4.53388 -4.38317 -0.95856
H 2.93368 -3.71826 -1.29338
H 3.74125 -3.37986 0.24624
H 4.92882 -2.56370 -2.45267
H 5.40887 -1.95122 -0.87620
H 2.65504 -1.47027 -2.10566
H 4.01897 -0.39968 -2.40750
H 2.58262 0.52451 -0.67324
H 4.20810 0.18945 -0.08128
H -0.73612 -2.18253 2.05055
H 0.03959 -2.21786 3.62240
H -0.69203 -4.45559 3.27598
H 1.05495 -4.46370 3.02677
H 0.13788 -5.82559 1.30788
H 0.61938 -4.33363 0.52042
H -2.22993 -5.12051 1.34510
H -1.59908 -5.02849 -0.30436
H -1.81332 -3.55369 0.63274
H 2.19415 -2.82752 4.66367
H 4.54333 -2.46484 5.34135
H 6.14064 -1.35702 3.83274
H 5.45402 -0.56687 1.60450
Te -0.73690 3.76224 0.38594
C -2.09524 5.10912 1.26528
C -1.90858 5.42777 2.60770
C -2.78876 6.29535 3.23619
C -3.84109 6.85335 2.52195
C -4.02229 6.53659 1.18170
C -3.14756 5.66565 0.54910
H -1.08746 4.99187 3.16283
H -2.65594 6.53565 4.28326
H -4.52327 7.53837 3.00941
H -4.85182 6.96044 0.62990
H -3.29733 5.42258 -0.49516
O -1.85063 0.16337 0.87211
S -0.72786 1.01866 1.29720
O 0.06090 0.46473 2.35738
O 0.12114 1.43670 0.11810
O -1.35984 2.39632 1.72824

E_HOMO (alpha / beta): -10.15 / -10.82 eV
Total charge: +1
2S+1: 5
Orbital gap (alpha / beta): 0.26379 / 0.21420 hartree
<S²>: 6.033
ΔE to the lowest compared entry with this formula, charge and spin: 43.7 kcal/mol

| no. | DFT total energy (eV) |
| --- | --- |
| 1 | -129751.201 |
| 2 | -111254.787 |
| 3 | -159021.414 |